(1)
55
Properties=species:S:1:pos:R:3:nbo_charge:R:1 method="wB97M-V/def2-TZVPD" e_tot_ev=-53880.57221 homo_energy_ev="-12.212 / -14.545" homo_lumo_gap_ev="5.5 / 3.5" charge=+2 spin_multiplicity=5 fmax_ha_per_bohr=0.0632 s2=6.034
C 2.985 -2.248 -2.629 -0.107
C 3.372 -0.977 -2.215 -0.222
C 2.448 -0.101 -1.601 0.062
C 1.112 -0.476 -1.561 -0.172
C 0.744 -1.781 -1.872 -0.053
C 1.669 -2.669 -2.440 -0.203
C 3.027 1.109 -0.918 -0.493
C 2.178 2.337 -0.593 -0.226
N 0.846 2.406 -1.279 -0.370
Pd -0.343 0.804 -0.768 0.762
C -0.615 -2.250 -1.454 -0.777
P -1.745 -0.815 -1.499 1.151
H 4.413 -0.649 -2.309 0.238
H 1.329 -3.675 -2.696 0.242
H 3.710 -2.939 -3.062 0.250
H -0.614 -2.559 -0.388 0.312
H -0.988 -3.047 -2.102 0.266
H 3.426 0.758 0.049 0.260
H 3.901 1.454 -1.490 0.244
H 1.996 2.388 0.492 0.227
C -3.151 -1.223 -0.459 -0.986
C -2.306 -0.767 -3.213 -0.966
H 2.706 3.255 -0.908 0.228
C 0.955 2.351 -2.767 -0.434
C 0.194 3.676 -0.865 -0.429
H -1.918 1.525 -0.557 0.031
H 0.696 3.348 -3.149 0.229
H 1.973 2.067 -3.049 0.237
H 0.240 1.622 -3.169 0.224
H 0.864 4.504 -1.163 0.232
H -0.773 3.755 -1.376 0.225
H 0.048 3.679 0.228 0.222
H -2.895 -1.674 -3.398 0.269
H -2.934 0.125 -3.351 0.260
H -1.447 -0.737 -3.894 0.267
H -3.908 -1.731 -1.070 0.271
H -2.857 -1.865 0.381 0.294
H -3.566 -0.291 -0.056 0.253
H -1.617 1.793 -1.404 0.013
O -0.598 -3.780 3.168 -0.834
S -1.333 -2.597 2.791 2.261
O -2.748 -2.721 2.519 -0.873
N -0.573 -1.747 1.578 -0.838
C -0.016 -0.597 1.970 0.616
O 0.596 0.243 1.223 -0.712
C -0.285 -0.308 3.404 -0.173
C -0.003 0.865 4.117 0.075
C -0.516 0.999 5.410 -0.124
C -1.320 -0.015 5.968 -0.188
C -1.614 -1.181 5.238 0.046
C -1.062 -1.300 3.967 -0.150
H 0.591 1.646 3.638 0.256
H -0.298 1.896 5.994 0.267
H -1.724 0.098 6.972 0.272
H -2.251 -1.979 5.614 0.271


(2)
12
Properties=species:S:1:pos:R:3:nbo_charge:R:1 method="wB97M-V/def2-TZVPD" e_tot_ev=-5956.20447 homo_energy_ev="-7.265 / -11.930" homo_lumo_gap_ev="8.2 / 12.8" spin_multiplicity=2 fmax_ha_per_bohr=0.0273 s2=0.754
F 0.500 -1.873 -1.576 -0.558
H -0.435 -1.822 -1.601 0.558
C -0.849 -1.810 3.382 -0.097
C 0.360 -2.608 3.158 -0.688
C -0.750 -0.387 3.718 -0.679
H -1.788 -2.173 2.926 0.168
H 0.086 -3.280 2.292 0.220
H 1.239 -1.931 2.982 0.210
H 0.655 -3.350 3.936 0.222
H -0.239 0.061 2.848 0.209
H -1.732 0.070 3.765 0.219
H -0.098 -0.152 4.576 0.216


(3)
11
Properties=species:S:1:pos:R:3:nbo_charge:R:1 method="wB97M-V/def2-TZVPD" smiles="CC1=NO[SiH2]O1" e_tot_ev=-15616.08985 homo_energy_ev=-8.975 homo_lumo_gap_ev=9.1 fmax_ha_per_bohr=0.1294
C -0.253 0.423 0.367 0.501
C 0.725 1.551 0.306 -0.681
N -1.080 0.483 1.382 -0.147
O -0.280 -0.566 -0.528 -0.834
O -2.002 -0.631 0.957 -0.817
Si -1.620 -1.677 -0.447 1.582
H 0.261 2.438 -0.131 0.237
H 1.724 1.330 -0.307 0.230
H 1.030 1.817 1.413 0.251
H -2.843 -1.335 -1.416 -0.144
H -0.943 -2.897 -0.114 -0.180


(4)
8
Properties=species:S:1:pos:R:3:nbo_charge:R:1 method="wB97M-V/def2-TZVPD" e_tot_ev=-36634.60318 homo_energy_ev=-10.677 homo_lumo_gap_ev=10.0 fmax_ha_per_bohr=0.0527
C 0.221 -0.005 0.337 0.790
O 0.972 -1.838 -1.130 -0.379
O -1.052 2.196 -0.482 -0.852
F 0.512 -1.388 0.193 -0.066
F -0.243 0.095 1.572 -0.291
F 1.374 0.618 0.250 -0.282
S -1.102 0.848 -0.934 1.290
Cl -2.715 -0.082 -0.055 -0.209


(5)
16
Properties=species:S:1:pos:R:3:nbo_charge:R:1 method="wB97M-V/def2-TZVPD" smiles="COC1=NC1(C)C" e_tot_ev=-8866.45536 homo_energy_ev=-9.539 homo_lumo_gap_ev=10.5 fmax_ha_per_bohr=0.0096
C 2.661 0.960 -0.520 -0.259
O 1.570 0.087 -0.819 -0.477
C -0.845 -0.142 0.132 0.042
C -1.979 -0.397 -0.836 -0.628
C -0.883 -0.918 1.431 -0.630
C 0.397 0.395 -0.310 0.501
N -0.272 1.313 0.224 -0.427
H 2.455 1.549 0.380 0.200
H 3.506 0.294 -0.346 0.195
H 2.868 1.610 -1.373 0.190
H -2.170 -1.473 -0.931 0.214
H -1.747 -0.007 -1.830 0.217
H -2.901 0.076 -0.482 0.216
H -1.840 -0.781 1.946 0.214
H -0.081 -0.575 2.093 0.217
H -0.739 -1.990 1.241 0.214


(6)
14
Properties=species:S:1:pos:R:3:nbo_charge:R:1 method="wB97M-V/def2-TZVPD" e_tot_ev=-7806.10574 homo_energy_ev=-13.346 homo_lumo_gap_ev=9.8 charge=+1 fmax_ha_per_bohr=0.0849
C -0.289 -0.899 1.884 -0.313
C 0.419 2.688 -0.794 -0.726
C -0.710 -0.782 0.629 -0.067
C 0.858 1.550 -1.212 0.727
N -0.272 -1.721 -0.445 -0.728
O 1.319 0.526 -1.550 -0.543
H 0.359 -1.629 2.151 0.210
H -0.644 -0.302 2.646 0.248
H -0.195 2.652 0.076 0.275
H -1.384 -0.064 0.103 0.235
H 0.706 3.496 -1.420 0.295
H -0.947 -2.102 -1.100 0.460
H 0.358 -2.371 0.008 0.442
H 0.423 -1.042 -0.977 0.484


(7)
19
Properties=species:S:1:pos:R:3:nbo_charge:R:1 method="wB97M-V/def2-TZVPD" smiles=CCN.O.O.O e_tot_ev=-9916.16319 homo_energy_ev=-9.600 homo_lumo_gap_ev=10.2 fmax_ha_per_bohr=0.1308
C -1.102 0.607 2.895 -0.626
C -1.204 0.474 1.292 -0.204
N -0.674 -0.927 0.921 -0.901
H -0.215 0.955 3.265 0.211
H -1.888 1.355 3.092 0.214
H -1.413 -0.354 3.276 0.207
H -2.140 0.491 0.753 0.206
H -0.458 1.244 0.853 0.181
H 0.114 -1.078 1.513 0.352
H -1.297 -1.757 0.909 0.380
H 0.736 2.177 -0.412 0.474
H 2.212 2.555 -0.389 0.464
O 1.320 2.884 -0.216 -0.937
H 1.199 -2.639 -5.498 0.450
H 0.728 -2.277 -4.196 0.468
O 0.630 -3.004 -4.934 -0.918
H 1.847 0.163 -0.917 0.455
H 0.552 -0.724 -0.771 0.503
O 1.054 -0.145 -1.435 -0.980


(8)
15
Properties=species:S:1:pos:R:3:nbo_charge:R:1 method="wB97M-V/def2-TZVPD" e_tot_ev=-18639.00743 homo_energy_ev="-12.721 / -12.690" homo_lumo_gap_ev="6.2 / 6.1" charge=+1 fmax_ha_per_bohr=0.0625
C -1.200 0.513 1.043 -0.319
C -1.414 1.236 -0.108 0.253
C 0.953 -0.427 0.095 0.242
C 0.570 -1.074 -1.121 -0.763
N 0.068 -0.279 1.270 -0.576
O -0.512 1.466 -0.989 -0.671
S 2.280 0.572 0.258 0.348
H -2.103 0.190 1.614 0.246
H -2.414 1.564 -0.341 0.193
H -0.071 -1.942 -0.870 0.279
H 1.359 -1.177 -1.838 0.286
H -0.270 -0.273 -1.586 0.393
H 0.659 -0.035 2.119 0.441
H -0.351 -1.172 1.459 0.461
H 2.446 0.839 -1.006 0.187


(9)
86
Properties=species:S:1:pos:R:3:mulliken_spin:R:1 method="wB97M-V/def2-TZVPD" e_tot_ev=-151556.50281 homo_energy_ev="-11.547 / -11.573" homo_lumo_gap_ev="9.4 / 9.3" charge=+1 spin_multiplicity=4 fmax_ha_per_bohr=0.0229 s2=3.756
Co 0.650 0.572 1.232 2.798
C 0.013 4.103 2.763 0.000
C 0.270 3.632 1.340 -0.002
C -0.046 4.694 0.308 -0.001
O -0.545 2.450 1.109 0.014
C 1.777 3.209 1.263 -0.003
O 2.629 4.056 1.131 0.012
O 1.945 1.933 1.403 0.080
H -1.032 4.396 2.882 0.000
H 0.654 4.955 2.982 0.000
H 0.233 3.303 3.473 -0.001
H -1.082 5.028 0.410 0.000
H 0.109 4.305 -0.703 0.000
H 0.615 5.546 0.444 0.001
H -0.959 2.528 0.243 0.004
N 0.632 -0.941 2.810 0.047
N -0.198 -1.934 2.270 -0.005
C -1.221 -1.634 1.417 -0.002
O -1.993 -2.496 1.043 0.004
O -1.316 -0.354 1.060 0.021
H 1.576 -1.308 2.886 -0.004
H 0.314 -0.665 3.734 0.000
H -0.182 -2.863 2.655 0.001
C -4.874 4.451 -0.561 0.000
C -5.245 3.586 0.641 0.000
C -4.939 2.101 0.442 0.000
C -3.434 1.806 0.366 -0.001
Ge -3.181 -0.157 0.349 -0.002
C -3.233 -1.011 -1.436 0.001
C -4.569 -0.879 -2.184 0.000
C -5.586 -1.964 -1.830 0.000
C -5.952 -1.999 -0.349 0.000
H -5.207 5.477 -0.406 0.000
H -5.354 4.075 -1.467 0.000
H -3.796 4.475 -0.728 0.000
H -6.316 3.688 0.831 0.000
H -4.720 3.945 1.531 0.000
H -5.441 1.752 -0.466 0.000
H -5.371 1.541 1.277 0.000
H -2.939 2.228 1.241 -0.001
H -3.002 2.267 -0.527 0.001
H -3.912 -0.732 1.556 0.001
H -2.958 -2.059 -1.319 0.000
H -2.439 -0.513 -1.998 0.000
H -4.362 -0.936 -3.254 0.000
H -5.018 0.103 -2.001 0.000
H -5.188 -2.938 -2.128 0.000
H -6.486 -1.791 -2.423 0.000
H -5.127 -2.381 0.254 0.000
H -6.813 -2.644 -0.178 0.000
H -6.211 -0.996 0.008 0.000
O 1.400 -0.784 -0.086 0.023
P 2.739 -1.397 -0.428 0.009
C 2.472 -2.852 -1.450 0.004
C 3.542 -3.493 -2.071 -0.001
C 3.304 -4.598 -2.872 0.000
C 2.006 -5.057 -3.056 0.000
C 0.942 -4.418 -2.436 0.000
C 1.172 -3.315 -1.628 0.004
C 3.643 -1.870 1.065 0.003
C 4.059 -0.829 1.901 0.001
C 4.730 -1.121 3.079 0.001
C 4.990 -2.445 3.419 0.000
C 4.581 -3.475 2.584 0.000
C 3.909 -3.192 1.403 0.000
C 3.800 -0.239 -1.300 -0.002
C 5.188 -0.345 -1.267 0.000
C 5.958 0.557 -1.983 0.000
C 5.347 1.558 -2.725 0.000
C 3.963 1.662 -2.759 -0.001
C 3.187 0.760 -2.051 -0.003
H 4.553 -3.130 -1.931 0.000
H 4.130 -5.098 -3.360 0.000
H 1.824 -5.921 -3.682 0.000
H -0.067 -4.778 -2.583 0.000
H 0.356 -2.808 -1.129 0.000
H 3.863 0.202 1.614 -0.003
H 5.067 -0.320 3.724 0.000
H 5.524 -2.671 4.332 0.000
H 4.795 -4.502 2.848 0.000
H 3.589 -3.991 0.746 0.000
H 5.665 -1.119 -0.677 0.000
H 7.037 0.483 -1.957 0.000
H 5.955 2.259 -3.281 0.000
H 3.496 2.448 -3.337 0.000
H 2.106 0.824 -2.065 0.001


Computed values of energy relative to the best compared isomer or geometry (same formula, charge and spin) (unit: eV) for the preceding records, in sequence: 0.5925; 0.0000; 2.9396; 6.7056; 2.7573; 1.9971; 2.0481; 4.2401; 0.7065.